{
  "formula": "C54H42BrNOP2SV",
  "method": "ωB97M-V with the def2-TZVPD basis set",
  "orbital_gap_ev": [7.68, 7.44],
  "total_energy_ev": -185349.0355,
  "lumo_energy_ev": [-5.065, -5.299],
  "charge": 2,
  "multiplicity": 4,
  "elements": ["V", "O", "S", "C", "C", "C", "C", "C", "C", "C", "C", "C", "C", "P", "C", "C", "C", "C", "C", "C", "C", "C", "C", "C", "C", "C", "C", "C", "C", "C", "C", "C", "C", "C", "C", "C", "C", "C", "P", "C", "C", "C", "C", "C", "C", "C", "C", "C", "C", "C", "C", "C", "C", "H", "H", "H", "H", "H", "H", "H", "H", "H", "H", "H", "H", "H", "H", "H", "H", "H", "H", "H", "H", "H", "H", "H", "H", "H", "H", "H", "H", "H", "H", "H", "H", "H", "H", "H", "H", "C", "C", "C", "C", "C", "Br", "N", "C", "H", "H", "H", "H", "H", "H"],
  "xyz": [[-0.01630, -0.02240, 0.09240], [-1.30490, -0.09890, 2.55780], [0.10310, 0.13530, 2.27080], [0.57750, 1.52180, 3.32260], [1.05680, 1.28890, 4.59110], [1.12590, 2.29110, 5.57130], [0.65780, 3.54080, 5.25750], [0.50460, 4.78690, 6.07130], [-0.11200, 5.82620, 5.10430], [-0.23770, 5.11320, 3.79420], [-0.70650, 5.51330, 2.56780], [-0.70530, 4.58630, 1.52070], [-0.27260, 3.27300, 1.65510], [-0.25210, 2.31030, 0.11040], [-1.90960, 2.70540, -0.54140], [-2.99040, 2.24320, 0.21510], [-4.28180, 2.43090, -0.24150], [-4.50460, 3.06140, -1.45750], [-3.43370, 3.52050, -2.20690], [-2.13840, 3.36210, -1.74440], [0.89700, 3.23370, -0.95290], [0.96480, 2.82970, -2.28760], [1.73170, 3.54210, -3.19120], [2.45950, 4.64330, -2.76400], [2.44050, 5.00980, -1.42830], [1.66630, 4.30800, -0.51960], [0.17980, 2.81950, 2.91920], [0.20910, 3.78760, 3.94540], [1.00710, -1.24000, 2.96100], [0.43310, -1.82570, 4.07000], [1.04990, -2.85940, 4.78310], [2.27780, -3.28640, 4.34800], [3.21010, -4.32220, 4.88850], [4.41440, -4.32720, 3.91900], [4.08910, -3.29550, 2.88790], [4.76440, -2.86160, 1.77810], [4.16980, -1.88060, 0.97710], [2.94210, -1.29730, 1.24940], [2.27050, -0.11450, 0.01830], [2.53600, -0.81520, -1.64920], [1.37680, -1.06830, -2.38860], [1.43910, -1.69540, -3.61920], [2.66790, -2.08050, -4.13540], [3.82890, -1.76720, -3.44650], [3.76910, -1.12230, -2.22240], [3.47880, 1.22570, 0.16990], [3.97060, 1.87440, -0.95840], [4.97600, 2.81490, -0.82580], [5.48460, 3.12090, 0.42670], [4.95680, 2.51390, 1.55710], [3.95210, 1.57230, 1.43500], [2.23840, -1.69210, 2.42660], [2.84270, -2.71500, 3.18870], [1.36970, 0.29430, 4.86950], [1.49790, 2.04630, 6.55370], [-0.14010, 4.61200, 6.93480], [1.47010, 5.11850, 6.45780], [-1.09250, 6.16000, 5.44980], [0.50620, 6.72090, 5.01650], [-1.06480, 6.51480, 2.38910], [-1.06500, 4.90730, 0.55190], [-2.80910, 1.73090, 1.15480], [-5.11650, 2.07710, 0.34690], [-5.51090, 3.18470, -1.82620], [-3.60210, 4.00110, -3.15680], [-1.31290, 3.75360, -2.31910], [0.38580, 1.96860, -2.61550], [1.75030, 3.25200, -4.23100], [3.03940, 5.21390, -3.47300], [3.01590, 5.85930, -1.09330], [1.65700, 4.60860, 0.51810], [-0.52880, -1.44740, 4.38770], [0.56490, -3.27200, 5.65350], [3.51630, -4.07170, 5.90510], [2.72090, -5.29640, 4.93930], [5.34670, -4.08270, 4.43000], [4.55930, -5.30600, 3.46130], [5.72890, -3.25640, 1.50470], [4.70320, -1.56530, 0.09590], [0.40390, -0.73820, -1.99890], [0.53560, -1.88390, -4.18020], [2.72080, -2.59820, -5.08110], [4.78880, -2.02410, -3.86710], [4.68920, -0.83600, -1.73550], [3.57560, 1.63380, -1.93510], [5.37570, 3.29580, -1.70490], [6.30150, 3.82010, 0.52230], [5.34630, 2.75950, 2.53350], [3.54960, 1.08570, 2.31570], [1.00960, -5.71810, 0.12270], [0.08430, -4.54830, 0.13410], [-1.30090, -4.70060, 0.07290], [-2.10530, -3.57990, -0.06770], [-1.48320, -2.34720, -0.09860], [-2.42340, -0.74190, -0.52560], [-0.17900, -2.16180, 0.06710], [0.58460, -3.24900, 0.16790], [0.45340, -6.65110, 0.13250], [1.68100, -5.70010, 0.97980], [1.61720, -5.68790, -0.78260], [-1.75600, -5.67840, 0.09740], [-3.17520, -3.65520, -0.17270], [1.65180, -3.07830, 0.23730]],
  "forces_ev_per_a": [[-0.5, -0.6, -1.1], [-1.8, -0.2, 0.2], [1.4, 0.0, 2.7], [0.3, -0.6, -0.5], [0.1, -0.2, 0.0], [-0.1, 0.3, 0.0], [0.0, -0.3, -0.2], [0.1, 0.2, 0.3], [-0.1, 0.3, 0.2], [0.0, -0.2, -0.3], [0.1, 0.1, 0.3], [0.0, -0.4, 0.1], [-0.1, 0.1, -0.2], [-0.3, 1.9, 0.0], [0.0, -0.1, -0.1], [0.1, 0.0, -0.1], [-0.1, 0.0, 0.1], [0.0, 0.0, -0.1], [-0.2, 0.0, 0.0], [0.1, -0.1, 0.1], [0.0, -0.2, -0.1], [0.0, -0.1, 0.1], [0.0, -0.1, -0.1], [0.0, 0.0, 0.0], [0.0, 0.1, -0.1], [-0.1, 0.0, 0.0], [-0.1, 0.5, 0.0], [-0.1, -0.2, -0.2], [-0.2, 0.3, 0.0], [-0.1, 0.3, -0.3], [0.2, -0.1, 0.0], [-0.2, 0.2, -0.1], [0.1, -0.2, 0.2], [0.2, -0.3, 0.1], [-0.1, 0.2, -0.3], [0.0, -0.2, 0.2], [-0.4, 0.2, 0.1], [0.0, -0.1, -0.3], [2.0, 0.0, -0.1], [-0.1, 0.0, 0.1], [0.2, 0.2, 0.2], [-0.2, 0.0, -0.2], [-0.1, 0.1, 0.1], [0.1, 0.0, 0.0], [-0.1, 0.0, 0.0], [-0.1, 0.1, -0.1], [0.0, -0.1, 0.1], [0.1, 0.0, 0.0], [0.0, 0.0, 0.0], [0.0, 0.1, 0.1], [-0.1, -0.1, -0.1], [0.4, -0.2, 0.0], [-0.1, 0.2, -0.1], [0.0, 0.0, 0.0], [0.0, 0.0, 0.1], [0.1, 0.0, 0.0], [0.0, 0.0, 0.0], [0.0, 0.0, 0.0], [0.0, 0.0, 0.0], [-0.1, 0.1, 0.0], [0.0, 0.1, 0.0], [-0.1, 0.1, 0.1], [0.0, 0.0, 0.0], [-0.1, 0.0, 0.0], [-0.1, 0.1, -0.1], [0.0, 0.0, -0.1], [0.1, 0.1, -0.1], [0.0, 0.0, -0.1], [0.1, 0.0, -0.1], [0.1, 0.1, 0.0], [0.0, 0.0, 0.0], [-0.1, 0.0, 0.1], [0.0, -0.1, 0.1], [0.0, 0.0, 0.0], [0.0, 0.0, 0.0], [0.0, 0.0, 0.0], [0.0, 0.0, 0.0], [0.2, -0.1, 0.0], [0.1, 0.0, 0.0], [0.1, -0.2, -0.4], [-0.1, 0.0, 0.0], [0.0, 0.0, -0.1], [0.1, 0.0, 0.0], [0.1, 0.0, 0.0], [0.1, 0.0, -0.1], [0.0, 0.1, -0.1], [0.0, 0.1, 0.0], [0.0, 0.0, 0.1], [0.1, 0.0, 0.1], [0.1, 0.0, 0.0], [-0.3, 0.2, 0.1], [0.3, 0.4, 0.0], [0.0, 0.3, 0.0], [-0.2, -0.6, -0.1], [-0.5, -0.3, 0.0], [-0.6, -0.2, -0.1], [0.2, -0.5, -0.1], [0.0, -0.1, 0.0], [0.1, 0.0, 0.0], [0.1, -0.1, 0.0], [0.0, -0.1, 0.0], [-0.1, 0.0, 0.0], [0.0, 0.0, 0.0]]
}

{
  "formula": "C54H43BrN6O2P2S2Sn",
  "method": "ωB97M-V with the def2-TZVPD basis set",
  "orbital_gap_ev": [5.77, 3.65],
  "total_energy_ev": -185818.2811,
  "lumo_energy_ev": [-10.263, -12.219],
  "charge": 4,
  "elements": ["Sn", "O", "P", "C", "P", "O", "C", "C", "C", "C", "C", "C", "C", "C", "C", "C", "C", "C", "C", "C", "C", "C", "C", "C", "C", "C", "C", "C", "C", "C", "H", "H", "H", "H", "H", "H", "H", "H", "H", "H", "H", "H", "H", "H", "H", "H", "H", "H", "H", "H", "H", "H", "S", "C", "C", "C", "C", "C", "C", "N", "C", "C", "C", "C", "C", "C", "C", "C", "N", "C", "C", "C", "C", "C", "S", "C", "H", "H", "H", "H", "H", "H", "H", "H", "H", "H", "H", "H", "N", "C", "C", "N", "C", "C", "N", "H", "H", "H", "H", "H", "Br", "C", "C", "C", "C", "C", "N", "H", "H", "H", "H"],
  "xyz": [[0.37562, -1.44415, 0.88604], [-0.26112, 0.83363, 1.22012], [-0.92286, 2.19733, 1.24551], [-0.53949, 3.23392, -0.21074], [-1.35072, 2.56530, -1.71056], [-1.71093, 1.12693, -1.57547], [-2.70041, 3.66017, -2.09472], [-2.48219, 5.02195, -2.31740], [-3.55815, 5.84835, -2.58978], [-4.84405, 5.31735, -2.63833], [-5.05872, 3.96438, -2.41836], [-3.98588, 3.12735, -2.14479], [-0.15943, 2.66937, -3.12443], [1.29528, 2.73681, -2.97695], [2.20234, 2.90273, -3.94879], [1.99456, 3.03987, -5.41703], [0.88874, 2.35669, -6.15160], [-0.75734, 2.24603, -4.24628], [-0.36935, 3.15846, 2.65831], [0.60033, 4.15555, 2.56396], [0.95922, 4.88182, 3.69023], [0.34536, 4.62308, 4.90797], [-0.61694, 3.62560, 5.00913], [-0.97562, 2.89406, 3.88874], [-2.70748, 2.14135, 1.34501], [-3.41641, 3.34324, 1.35941], [-4.79884, 3.32451, 1.44250], [-5.47069, 2.11119, 1.52526], [-4.76511, 0.91469, 1.53229], [-3.38231, 0.92922, 1.44264], [0.54254, 3.31142, -0.31044], [-0.95861, 4.22626, -0.03485], [-1.47733, 5.43163, -2.27788], [-3.40038, 6.90469, -2.76093], [-5.68205, 5.96929, -2.84607], [-6.06239, 3.56274, -2.45619], [-4.12941, 2.06993, -1.95806], [1.68914, 2.69679, -1.96843], [3.24557, 2.94900, -3.66361], [2.89786, 3.24443, -5.97523], [1.01279, 2.08152, -7.19195], [-1.83876, 2.27964, -4.33908], [1.07214, 4.38172, 1.61635], [1.70192, 5.66431, 3.61276], [0.60313, 5.21512, 5.77605], [-1.11067, 3.44475, 5.95534], [-1.75418, 2.14116, 3.95411], [-2.89358, 4.29289, 1.32256], [-5.35194, 4.25386, 1.45816], [-6.55028, 2.09949, 1.59461], [-5.29826, -0.02312, 1.61373], [-2.81580, 0.00529, 1.42421], [-1.10587, -4.45763, -4.16586], [-1.21983, -5.40689, -5.57003], [-0.28634, -6.40549, -5.59758], [0.53000, -6.40124, -4.45471], [0.21869, -5.39514, -3.56151], [0.85660, -5.11522, -2.29955], [0.47266, -4.00924, -1.48023], [1.01715, -3.70467, -0.32777], [2.00965, -4.51170, 0.14915], [2.47225, -5.62687, -0.58583], [3.52901, -6.45737, -0.07817], [4.07471, -6.20464, 1.12314], [3.57938, -5.11860, 1.92288], [4.07887, -4.89554, 3.18963], [3.52903, -3.88834, 3.99285], [2.47166, -3.11571, 3.42203], [2.02691, -3.25811, 2.19964], [2.55105, -4.26655, 1.43526], [4.02957, -3.63491, 5.29742], [5.00076, -4.37922, 6.00000], [5.32560, -3.83293, 7.22524], [4.61468, -2.66470, 7.48335], [3.54270, -2.24824, 6.23892], [1.88235, -5.90931, -1.81433], [-1.97778, -5.19414, -6.30768], [-0.19070, -7.10910, -6.41042], [1.31928, -7.12144, -4.29621], [-0.33435, -3.36591, -1.81501], [3.86584, -7.29046, -0.68087], [4.87149, -6.81976, 1.51999], [4.88875, -5.51705, 3.54728], [1.98747, -2.37282, 4.03620], [5.44087, -5.29310, 5.62970], [6.05128, -4.24755, 7.90944], [4.69159, -2.04049, 8.36257], [2.22747, -6.76979, -2.37052], [0.82604, 3.81891, -5.92141], [-0.04161, 1.46538, -5.35306], [0.69640, 0.30702, -4.71493], [-0.02539, -0.60651, -4.14092], [-1.32269, -0.67152, -4.45419], [-1.74406, -0.05929, -5.69848], [-1.08747, 0.91325, -6.21263], [0.16231, 4.16589, -5.23003], [0.95853, 4.44630, -6.71010], [1.76698, 0.16468, -4.80562], [-1.98978, -1.25262, -3.83449], [-2.60779, -0.43074, -6.23953], [2.38191, 0.35755, 2.53156], [0.90716, 0.02858, 3.68468], [0.81057, 0.66370, 4.90249], [-0.26771, 0.32367, 5.71198], [-1.19295, -0.60918, 5.26501], [-1.00853, -1.18082, 4.01961], [0.03870, -0.87235, 3.24324], [1.54752, 1.39372, 5.20637], [-0.37686, 0.78299, 6.68590], [-2.04114, -0.89305, 5.87173], [-1.70145, -1.91529, 3.62738]],
  "forces_ev_per_a": [[-0.1, 0.7, 0.7], [-0.2, -0.3, -0.6], [-0.1, 0.4, -0.1], [-0.1, -0.3, 0.0], [0.2, -0.2, -0.3], [0.1, 0.1, 0.3], [0.0, 0.0, 0.0], [-0.1, -0.1, 0.0], [0.1, 0.0, 0.0], [0.0, 0.0, 0.0], [0.0, 0.0, 0.0], [0.1, 0.0, 0.0], [-0.2, 0.0, 0.0], [0.0, 0.0, 0.0], [0.0, 0.0, 0.1], [0.0, -0.3, 0.0], [0.2, -0.3, 0.1], [0.1, -0.1, 0.2], [-0.1, 0.0, 0.0], [0.0, -0.1, 0.1], [0.0, 0.0, 0.0], [0.0, 0.0, 0.0], [-0.1, 0.0, 0.0], [-0.1, 0.2, -0.1], [0.1, -0.1, 0.1], [0.0, 0.0, 0.0], [0.0, 0.0, 0.0], [0.0, 0.0, 0.0], [0.0, 0.0, 0.0], [0.1, 0.0, -0.1], [0.0, 0.0, 0.0], [0.1, 0.1, 0.1], [0.0, 0.0, 0.0], [0.0, 0.0, 0.0], [0.0, 0.0, 0.0], [0.0, 0.0, 0.0], [0.0, 0.0, 0.0], [0.0, 0.0, 0.0], [0.0, 0.0, 0.0], [-0.1, 0.1, -0.1], [0.1, 0.1, 0.0], [0.0, -0.1, 0.0], [0.0, 0.0, 0.0], [0.0, 0.0, 0.0], [0.0, 0.0, 0.0], [0.0, 0.0, 0.0], [0.0, 0.0, 0.0], [0.0, 0.0, 0.0], [0.0, 0.0, 0.0], [0.0, 0.0, 0.0], [0.0, 0.0, 0.0], [-0.1, 0.0, 0.0], [0.0, 0.0, 0.0], [0.0, 0.0, 0.0], [0.0, 0.0, 0.0], [0.1, 0.0, 0.1], [-0.2, 0.1, -0.2], [0.1, -0.1, 0.1], [0.0, 0.0, -0.1], [0.1, -0.4, -0.1], [0.1, -0.1, -0.1], [0.1, 0.0, 0.0], [0.0, 0.0, 0.1], [0.0, 0.0, -0.1], [0.0, 0.0, 0.0], [-0.1, 0.0, 0.1], [0.0, 0.0, 0.0], [0.1, -0.1, -0.1], [0.0, 0.2, 0.1], [-0.1, 0.0, 0.0], [-0.1, 0.2, 0.0], [0.1, 0.0, 0.2], [0.1, -0.1, -0.1], [-0.1, 0.1, 0.0], [0.0, -0.1, 0.0], [-0.1, 0.1, 0.0], [0.0, 0.0, 0.0], [0.0, 0.0, 0.0], [0.0, 0.0, 0.0], [0.0, 0.1, -0.1], [0.0, 0.0, 0.0], [0.0, 0.0, 0.0], [0.0, 0.0, 0.0], [-0.1, 0.2, 0.0], [0.0, 0.0, 0.0], [0.0, 0.0, 0.0], [0.0, 0.0, 0.0], [0.0, 0.0, 0.0], [-0.2, 0.4, -0.1], [-0.1, 0.1, 0.2], [-0.2, 0.0, -0.1], [0.1, -0.2, -0.2], [0.0, 0.1, 0.0], [0.0, -0.1, 0.1], [-0.1, 0.3, -0.3], [0.0, -0.1, 0.0], [0.1, -0.1, 0.0], [0.0, 0.1, 0.1], [0.0, 0.0, 0.0], [0.0, -0.1, 0.0], [0.2, -0.1, 0.1], [0.1, -0.1, 0.1], [0.1, -0.1, 0.0], [0.0, -0.2, 0.0], [0.0, 0.1, 0.1], [0.0, -0.1, -0.1], [0.0, -0.3, -0.1], [0.0, 0.0, 0.0], [0.0, 0.0, 0.0], [0.0, 0.0, 0.0], [0.0, 0.0, 0.0]]
}